(1)
53
Properties=species:S:1:pos:R:3:mulliken_charge:R:1 method="wB97M-V/def2-TZVPD" gap_ev="8.89 / 8.94" spin_multiplicity=2 mol_weight_g_mol=324.38 homo_ev="-8.123 / -8.365"
C -4.233 -3.122 -0.761 -1.2706
C -2.959 -2.624 -0.063 -0.0709
C -3.243 -1.716 1.120 -0.1722
F -3.752 -2.501 2.167 -0.3515
P -1.660 -0.873 1.674 -0.1279
P -2.075 -0.484 3.778 0.0323
C -3.140 1.031 3.756 -1.0651
C -0.420 0.193 4.256 -0.4869
C -0.119 0.033 5.759 -1.1498
H -4.387 -2.614 -1.713 0.3506
H -4.194 -4.193 -0.952 0.3242
H -5.112 -2.936 -0.143 0.3278
H -2.392 -3.467 0.336 0.3534
H -2.311 -2.087 -0.760 0.1243
H -4.028 -0.995 0.872 0.4273
H -1.917 0.368 1.046 -0.0230
H -3.710 1.115 4.681 0.3354
H -2.551 1.937 3.610 0.3539
H -3.844 0.952 2.928 0.3135
H -0.324 1.239 3.961 0.4377
H 0.309 -0.358 3.661 0.3087
H -0.855 -0.612 6.243 0.3760
H 0.859 -0.418 5.921 0.3181
H -0.134 0.993 6.275 0.2665
C 2.268 1.609 -3.903 -1.7846
C 1.355 1.706 -2.669 1.8490
C 2.030 2.480 -1.528 -1.2923
C 3.155 1.710 -0.843 -0.4675
C 2.682 0.335 -0.377 -1.1819
C 2.049 -0.495 -1.500 1.7245
N 0.981 0.347 -2.142 0.4507
O -0.132 0.341 -1.503 -0.5195
C 3.105 -0.953 -2.507 -1.8217
C 1.388 -1.745 -0.930 -1.5503
C 0.073 2.417 -3.089 -1.9980
H 3.326 1.679 -3.656 0.3143
H 2.102 0.680 -4.445 0.3191
H 2.040 2.431 -4.581 0.4804
H 1.265 2.728 -0.785 0.4088
H 2.402 3.425 -1.933 0.3442
H 4.016 1.611 -1.510 0.3040
H 3.506 2.281 0.018 0.3878
H 3.514 -0.236 0.044 0.4266
H 1.940 0.457 0.419 0.2470
H 2.635 -1.432 -3.367 0.3680
H 3.744 -1.690 -2.018 0.4408
H 3.749 -0.156 -2.866 0.3218
H 0.677 -1.508 -0.143 0.1011
H 2.166 -2.389 -0.516 0.4312
H 0.865 -2.294 -1.714 0.4484
H -0.448 1.851 -3.862 0.4573
H 0.340 3.394 -3.495 0.4818
H -0.604 2.557 -2.252 0.3772

(2)
53
Properties=species:S:1:pos:R:3:mulliken_charge:R:1 method="wB97M-V/def2-TZVPD" charge=-1 gap_ev=5.07 mol_weight_g_mol=306.41 homo_ev=-2.744
C -1.667 1.554 -0.563 -1.4931
C -0.543 1.380 -1.609 1.3191
C -0.216 -0.094 -1.836 -1.9785
C 0.677 2.234 -1.241 -1.9755
C 1.418 1.851 0.047 1.5225
C 2.263 3.039 0.533 -1.5862
C 2.208 0.533 -0.061 -0.9581
O 1.579 -0.447 0.714 -0.3196
N 1.790 -1.786 0.104 -0.3513
P 3.042 -2.521 0.926 -0.1355
C 4.317 -2.938 -0.405 -1.1414
C 2.354 -4.258 1.097 -0.8566
H -1.940 0.604 -0.098 0.4462
H -2.571 1.982 -1.003 0.1636
H -1.357 2.219 0.246 0.3317
H -0.918 1.782 -2.556 0.4155
H -0.025 -0.644 -0.911 0.3753
H 0.690 -0.218 -2.435 0.3778
H -1.034 -0.587 -2.371 0.4679
H 1.392 2.247 -2.075 0.4244
H 0.315 3.263 -1.129 0.4093
H 0.654 1.647 0.804 0.1350
H 3.179 2.707 1.024 0.4471
H 1.713 3.653 1.253 0.3222
H 2.551 3.698 -0.292 0.3393
H 3.246 0.707 0.277 0.2925
H 2.265 0.169 -1.094 0.2947
H 5.299 -3.131 0.040 0.3386
H 4.395 -2.061 -1.051 0.3052
H 4.040 -3.799 -1.023 0.3093
H 2.963 -5.023 0.607 0.4460
H 1.365 -4.242 0.630 0.1679
H 2.236 -4.530 2.147 0.1377
C -2.982 6.452 -1.337 -1.2012
C -2.811 5.094 -1.981 0.9008
O -1.723 4.614 -2.175 -0.4837
C -4.079 4.363 -2.355 -1.2113
H -2.009 6.876 -1.108 0.3092
H -3.533 7.117 -2.005 0.3435
H -3.572 6.359 -0.423 0.3310
H -4.668 4.963 -3.053 0.4144
H -4.696 4.208 -1.467 0.3344
H -3.832 3.404 -2.803 0.2726
C -1.564 -6.463 3.223 -1.1654
C -0.592 -5.303 3.247 0.9074
O 0.528 -5.420 3.681 -0.5340
C -1.079 -3.996 2.672 -1.1243
H -1.097 -7.347 3.651 0.3086
H -2.466 -6.207 3.783 0.3264
H -1.872 -6.665 2.196 0.3079
H -1.961 -3.649 3.218 0.4308
H -1.381 -4.138 1.632 0.3207
H -0.287 -3.252 2.709 0.2193

(3)
77
Properties=species:S:1:pos:R:3:mulliken_charge:R:1 method="wB97M-V/def2-TZVPD" gap_ev=9.20 mol_weight_g_mol=1126.18 homo_ev=-10.551
O -1.874 7.046 -1.064 -0.5566
S -1.294 5.991 -0.254 1.0571
O -1.739 5.748 1.166 -0.5523
O -1.235 4.520 -1.169 -0.3639
C -1.063 3.239 -0.469 0.0749
C -2.323 2.361 -0.784 -0.8602
C 0.561 6.239 -0.319 -0.8272
H -1.051 3.258 0.621 0.2501
H -0.104 2.785 -0.718 0.1900
H -2.223 1.774 -1.697 0.1477
H -3.277 2.879 -0.882 0.3778
H -2.323 1.645 0.038 0.1256
H 0.759 7.110 0.306 0.3799
H 0.679 6.306 -1.400 0.2790
H 1.133 5.378 0.028 0.2655
O 0.107 -5.013 2.503 -0.6139
S -1.052 -4.770 3.375 1.2345
O -1.516 -5.877 4.229 -0.6120
O -0.595 -3.443 4.274 -0.4187
C 0.152 -2.371 3.753 -0.2850
C -0.634 -1.054 3.822 -0.4883
C -2.419 -4.020 2.463 -0.4337
H 0.237 -2.444 2.669 0.1859
H 1.092 -2.381 4.304 0.2997
H -0.016 -0.229 3.466 0.0696
H -0.821 -0.712 4.840 0.2284
H -1.585 -1.061 3.291 0.2630
H -2.362 -4.054 1.375 0.1103
H -2.495 -2.968 2.740 0.0611
H -3.411 -4.402 2.703 0.3972
O -0.555 0.644 -3.253 -0.4402
S 0.036 0.584 -4.560 1.0560
O -0.775 0.728 -5.751 -0.6799
O 1.114 1.874 -4.765 -0.4189
C 1.506 2.545 -3.633 0.8451
C 2.116 3.864 -4.180 -1.3761
C 1.205 -0.891 -4.716 -0.1482
H 2.245 1.906 -3.150 -0.2148
H 0.595 2.794 -3.087 0.0615
H 2.040 4.617 -3.396 0.2727
H 1.623 4.226 -5.082 0.3655
H 3.154 3.717 -4.480 0.3682
H 0.814 -1.772 -4.208 -0.0792
H 2.162 -0.583 -4.296 -0.0541
H 1.288 -1.013 -5.796 0.4046
C 1.724 -0.932 0.242 -0.1692
Br 2.831 -1.135 1.977 -0.0548
Br 2.623 -0.071 -1.288 0.0011
Br 0.220 0.256 0.670 0.1308
H 1.233 -1.859 -0.056 0.1971
C 5.434 -1.481 -2.963 -0.1753
Br 7.283 -2.348 -2.599 -0.0784
Br 4.075 -2.942 -2.511 0.0218
Br 5.347 -0.439 -4.633 -0.0208
H 5.096 -0.748 -2.231 0.2247
C 0.490 -5.970 -1.354 -0.3768
C -0.842 -5.997 -0.731 -0.1863
O -1.334 -4.685 -1.135 -0.3012
S -0.575 -4.040 -2.441 0.9376
O 0.308 -3.015 -1.944 -0.2504
O -1.468 -3.645 -3.588 -0.5602
O 0.209 -5.454 -2.645 -0.3577
H 0.822 -7.002 -1.469 0.3650
H 1.269 -5.442 -0.805 0.2059
H -0.862 -6.228 0.334 0.2705
H -1.587 -6.603 -1.247 0.2602
C -0.949 2.950 4.433 -0.2766
C -1.906 2.263 3.505 0.5303
O -2.665 1.438 4.320 -0.3202
S -2.614 1.750 5.946 1.0451
O -1.790 0.748 6.677 -0.5311
O -3.890 2.048 6.511 -0.5180
O -1.779 3.190 5.625 -0.3950
H -0.469 3.894 4.175 0.3457
H -0.165 2.210 4.594 0.3066
H -1.334 1.666 2.794 -0.5927
H -2.611 2.904 2.976 0.3751